Record 1
Density functional theory data (ωB97M-V/def2-TZVPD) for 2 unconnected molecules or ions with the total composition C4H8N2O3.

LUMO energy = 0.6 eV
Energy relative to the best compared isomer or geometry (same formula, charge and spin) = 5.697 eV
Orbital gap = 9.404 eV

ORCA input file:
```
! wB97M-V def2-TZVPD RIJCOSX def2/J DEFGRID3
* xyz 0 1
C -0.021 -1.957 -0.056
C -0.268 -0.600 -0.421
C 1.789 1.054 0.256
C 1.753 0.292 1.480
N -1.099 -2.649 0.324
N 0.419 -0.331 -1.427
O 1.046 -2.455 -0.726
O 0.905 1.739 -0.235
O -1.150 -3.879 0.086
H -0.959 0.008 0.158
H 2.771 1.032 -0.240
H 2.481 -0.451 1.377
H 0.730 -0.103 1.749
H 2.190 0.953 2.363
H 0.360 0.554 -1.848
H 1.164 -1.612 -1.376
H -0.389 -4.134 -0.543
*
```

Record 2
Density functional theory data (ωB97M-V/def2-TZVPD) for a molecular structure, C3H4N2S.

LUMO energy = 0.0 eV
Energy relative to the best compared isomer or geometry (same formula, charge and spin) = 5.236 eV
Orbital gap = 8.822 eV

ORCA input file:
```
! wB97M-V def2-TZVPD RIJCOSX def2/J DEFGRID3
* xyz 0 1
C -0.701 -0.937 0.000
C -1.400 1.546 -0.112
C 1.720 -0.535 0.039
N -1.904 -1.083 -0.141
N 0.312 -0.319 -0.122
S -2.621 0.522 0.013
H -1.733 2.639 0.133
H 2.181 -1.135 -0.665
H 2.119 0.359 -0.122
H 2.026 -1.058 0.977
*
```